Molecular formula: C33H49BrEuNP3
Method: DFT, wB97M-V/def2-TZVPD

Spin multiplicity: 8
Total energy, eV: -153728.89776
Highest occupied orbital energy (spin up / spin down), eV: -13.996 / -14.048
Kohn-Sham gap (spin up / spin down), eV: 8.47 / 8.58
Net charge: +2
Strongest force on any atom, eV Å⁻¹: 1.739

Each line ends with the Löwdin spin population.
Cartesian coordinates (Å):
Eu -0.595 0.462 0.613  7.0429
Br -6.468 2.064 2.649  0.0002
P -1.663 -1.696 -1.653  -0.0072
P 2.074 -0.424 -0.537  -0.0093
P 0.392 -0.203 3.204  -0.0048
N 3.505 3.767 -2.871  0.0000
C -1.584 3.044 -0.928  -0.0023
C -1.326 -0.900 3.278  -0.0001
C 0.008 1.627 3.032  -0.0031
C -2.845 2.791 -0.296  -0.0009
C -0.698 -2.584 -2.950  -0.0014
C 3.350 0.667 0.266  0.0000
C 1.927 -1.597 6.715  0.0000
C 2.332 -0.204 -2.364  -0.0008
C 0.315 0.117 7.286  -0.0002
C 4.784 0.151 0.308  -0.0002
C -2.765 -0.548 -2.619  0.0001
C 3.168 4.156 -1.634  0.0000
C 1.226 -0.871 7.684  0.0001
C 0.106 0.381 5.934  -0.0005
C -3.756 3.837 -0.023  0.0006
C -3.156 -1.016 -4.016  -0.0001
C -4.252 1.240 1.035  -0.0004
C -4.865 3.609 0.807  -0.0013
C 0.810 -0.350 4.962  -0.0024
C -2.824 -2.968 -0.958  -0.0006
C 2.504 3.391 -3.674  0.0000
C 1.739 -1.341 5.353  0.0000
C 1.868 4.076 -1.124  0.0002
C -3.225 1.471 0.094  -0.0023
C -0.491 3.350 -1.396  -0.0018
C 3.721 0.225 -2.823  -0.0004
C 3.852 -2.628 -1.154  -0.0006
C 1.164 3.285 -3.269  0.0000
C -1.310 -3.874 -3.483  -0.0004
C 2.705 -2.158 -0.266  -0.0015
C -5.046 2.339 1.385  0.0003
C 0.819 3.607 -1.938  0.0003
C -4.120 -3.220 -1.723  -0.0003
H 1.822 -2.800 -0.436  0.0000
H 1.604 0.567 -2.666  0.0001
H 2.269 -1.920 4.593  0.0000
H 1.376 -1.085 8.744  0.0000
H 0.072 2.072 4.031  -0.0005
H 0.780 2.123 2.418  0.0001
H -2.123 -0.133 3.277  0.0003
H 2.960 -2.250 0.802  0.0000
H -3.666 -0.344 -2.015  0.0000
H -0.515 -1.875 -3.775  0.0000
H 3.977 4.562 -1.017  0.0000
H -2.247 -3.902 -0.846  0.0000
H -4.744 -3.908 -1.137  -0.0001
H 4.078 -3.677 -0.929  -0.0001
H 4.780 -2.069 -0.992  0.0000
H 5.415 0.852 0.868  -0.0001
H -5.576 4.415 0.998  -0.0001
H -2.822 0.636 -0.492  -0.0009
H 5.241 0.060 -0.683  0.0000
H 3.307 1.651 -0.226  0.0001
H -2.206 0.403 -2.692  0.0002
H -1.580 -4.569 -2.686  0.0000
H -2.290 -1.253 -4.638  0.0000
H 2.777 3.156 -4.709  0.0000
H -1.407 -1.491 4.199  -0.0002
H -3.064 -2.617 0.062  0.0001
H 2.025 -1.133 -2.874  0.0000
H -3.955 -3.686 -2.703  0.0000
H 3.605 -2.565 -2.216  0.0000
H -2.209 -3.703 -4.083  0.0000
H 3.001 0.819 1.304  0.0003
H -1.013 1.857 2.656  -0.0010
H -1.476 -1.594 2.437  -0.0002
H 4.516 -0.464 -2.521  0.0000
H -0.253 0.659 8.042  0.0000
H 4.862 -0.818 0.806  0.0000
H 3.984 1.223 -2.460  0.0000
H 0.282 -2.797 -2.489  -0.0001
H -3.805 -1.900 -4.002  0.0000
H 0.434 2.912 -3.988  0.0000
H 2.612 -2.397 7.024  0.0000
H 1.693 4.334 -0.074  0.0000
H -3.588 4.816 -0.471  0.0000
H -4.432 0.248 1.450  0.0001
H 3.758 0.276 -3.918  -0.0001
H -3.717 -0.214 -4.515  0.0000
H -0.584 -4.377 -4.132  -0.0001
H -0.637 1.129 5.657  -0.0001
H -4.700 -2.306 -1.887  0.0000